31
Properties=species:S:1:pos:R:3:forces:R:3:mulliken_charge:R:1 method="wB97M-V/def2-TZVPD" homo_ev=-8.305 lumo_energy_ev=0.60 fmax_ev_per_a=9.1 total_energy_ev=-16676.61346 relative_energy_kcal_mol=77.2 multiplicity=1
C 0.782 0.813 1.284 0.8 -5.8 -0.4 -1.70
C -0.576 0.233 0.762 -0.3 1.9 -1.2 0.96
C -1.749 0.690 1.665 -0.1 -0.1 0.2 -0.69
O -1.736 -0.061 2.840 1.2 -1.2 1.1 -0.48
N -0.895 0.903 -0.547 2.5 -0.6 -1.3 -0.27
C -1.202 -0.031 -1.720 -2.5 2.3 0.2 -0.60
C -0.068 -0.344 -2.782 -1.6 0.3 0.7 -0.52
N 1.215 -0.749 -2.284 -0.9 -2.6 0.8 -0.55
H 1.003 0.244 2.200 -0.4 0.4 0.4 0.41
H 0.716 1.805 1.549 0.2 2.4 0.0 0.49
H 1.693 0.356 0.701 -1.7 1.8 0.3 0.25
H -0.563 -0.867 0.587 0.1 0.6 0.6 0.04
H -1.673 1.736 2.011 0.3 0.0 -1.0 0.24
H -2.737 0.551 1.213 0.4 0.1 -0.6 0.38
H -2.582 -0.073 3.250 -1.0 0.1 0.4 0.27
H 0.011 1.387 -0.823 -1.8 -0.6 0.2 0.10
H -2.111 0.612 -2.240 2.2 -2.0 0.6 0.25
H -1.722 -0.926 -1.290 0.7 0.5 -0.5 0.37
H -0.398 -1.249 -3.304 -0.6 0.6 -0.5 0.30
H -0.056 0.568 -3.461 0.6 -1.4 0.7 0.33
H 1.321 -1.217 -1.373 -1.1 0.0 -0.7 0.23
H 1.871 -0.084 -2.203 2.6 3.4 -0.2 0.28
O 2.600 -2.186 -0.032 1.7 1.8 3.8 -0.61
H 2.740 -2.829 -0.667 0.5 -2.1 -2.1 0.27
H 3.388 -2.294 0.619 -2.2 0.3 -1.7 0.29
O -0.605 -2.654 2.809 1.8 -5.4 7.1 -0.60
H -0.870 -2.103 3.527 -0.3 0.8 0.2 0.30
H -0.726 -2.264 2.065 -1.4 4.3 -7.2 0.29
O 1.013 3.038 -1.654 3.2 -4.3 2.2 -0.61
H 1.356 3.252 -0.770 -0.2 0.0 -0.5 0.30
H 0.559 3.740 -1.935 -2.9 4.4 -1.7 0.27

45
Properties=species:S:1:pos:R:3:forces:R:3:mulliken_charge:R:1 method="wB97M-V/def2-TZVPD" homo_ev=-6.960 lumo_energy_ev=-1.69 fmax_ev_per_a=5.8 total_energy_ev=-45737.61189 relative_energy_kcal_mol=135.5 multiplicity=1
C -6.534 -1.833 -3.464 0.4 -1.9 1.6 -1.37
C -5.477 -1.494 -2.456 0.7 3.8 -1.6 0.69
C -4.822 -2.404 -1.700 -0.2 0.0 0.1 -1.19
C -3.782 -1.980 -0.893 0.1 -0.8 0.1 -0.22
C -3.266 -0.700 -0.809 -1.5 -1.4 -0.1 0.26
N -2.181 -0.341 -0.015 2.2 -2.2 1.8 -0.11
C -1.572 -1.221 0.877 2.3 4.4 -1.0 -0.39
C -0.202 -0.730 1.243 -0.6 -1.2 0.5 -0.15
C 0.702 -0.698 0.200 1.8 2.5 0.3 -0.48
C 2.002 -0.073 0.561 -2.0 -1.5 1.0 1.01
C 2.613 0.537 -0.631 3.3 1.0 0.6 -1.19
C 3.909 1.324 -0.269 1.4 -3.9 -0.5 0.26
C 3.937 2.648 0.095 -1.1 -1.3 1.0 -0.38
C 5.058 3.126 0.714 1.4 0.4 -0.2 -0.50
C 6.235 2.385 0.797 0.7 0.7 0.3 -0.54
C 6.292 1.042 0.402 -0.7 -1.0 -0.4 -0.38
C 5.125 0.502 -0.105 -2.2 1.0 -0.6 0.35
Cl 5.042 -1.278 -0.510 0.2 1.7 0.4 -0.20
C 2.432 0.152 1.925 -0.5 0.3 0.0 -0.07
C 1.620 -0.093 3.070 -0.5 -0.2 -4.1 -1.03
N 2.070 0.207 4.411 3.0 -0.3 -4.3 0.96
O 3.267 0.418 4.533 1.1 0.0 -0.1 -0.66
O 1.308 0.321 5.261 -4.1 0.3 4.2 -0.57
C 0.276 -0.607 2.731 0.5 -0.7 -0.9 0.73
O -0.465 -1.095 3.544 -1.7 -0.4 1.4 -0.66
C -4.003 0.241 -1.511 1.0 0.7 1.1 0.84
O -3.562 1.510 -1.377 3.0 -0.8 -1.3 -0.55
C -4.982 -0.119 -2.350 -2.0 -1.8 -1.3 -0.67
H -7.173 -1.073 -3.789 -0.8 1.4 -0.2 0.39
H -6.158 -2.352 -4.324 0.5 -0.2 -0.5 0.30
H -7.113 -2.577 -2.912 -0.5 0.0 -0.4 0.36
H -5.064 -3.464 -1.737 -0.1 0.2 0.1 0.37
H -3.508 -2.833 -0.342 1.6 -0.4 1.1 0.28
H -1.629 0.530 -0.289 -1.0 -1.6 0.8 0.42
H -1.898 -2.178 1.242 -1.1 0.2 0.1 0.36
H 0.425 -0.937 -0.916 0.7 0.5 2.3 0.28
H 2.026 1.337 -0.956 -1.6 0.9 -1.0 0.42
H 2.791 -0.208 -1.403 0.0 0.2 -0.2 0.47
H 2.999 3.159 0.289 -0.1 0.2 -0.7 0.31
H 4.997 4.126 1.111 0.4 0.2 0.1 0.40
H 7.108 2.931 1.186 -0.3 -0.7 0.0 0.32
H 7.070 0.265 0.467 0.3 1.2 0.3 0.36
H 3.436 0.607 2.142 -1.1 -0.5 -0.5 0.46
H -4.041 2.223 -1.058 -2.2 1.4 0.8 0.32
H -5.308 0.695 -2.986 -0.6 -0.2 -0.1 0.37

Look up the multiplicity of the first one.
1